(1)
Computed, not measured: a molecular structure, C4H8N2O in a non-equilibrium geometry, with wB97M-V/def2-TZVPD.

Results
LUMO level (alpha / beta): -0.033 / -0.034 eV
Molar mass: 100.1 g mol⁻¹
ΔE to the lowest compared entry with this formula, charge and spin: 145.1 kcal/mol
E: -9300.103 eV
Max |F|: 3.76 eV/A
HOMO (alpha / beta): -7.559 / -7.553 eV
HOMO-LUMO gap (alpha / beta): 7.525 / 7.519 eV

Each line ends with the Mulliken charge.
CARTESIAN COORDINATES (ANGSTROEM)
1 O -1.251 2.108 -0.426  -0.39
2 N -0.490 1.802 0.728  -0.59
3 N 1.143 -0.372 0.546  -0.38
4 C 0.745 1.450 0.370  0.19
5 C -0.691 -1.919 -0.182  -1.07
6 C 1.127 0.412 -0.677  -0.61
7 C 0.144 -1.178 0.808  0.13
8 H -1.657 -1.421 -0.296  0.26
9 H -0.201 -2.000 -1.154  0.34
10 H -0.028 -1.399 1.865  0.38
11 H 0.340 0.189 -1.393  0.33
12 H -0.886 -2.929 0.192  0.35
13 H -2.000 2.605 -0.059  0.36
14 H 2.133 0.581 -1.061  0.31
15 H 1.572 2.070 0.739  0.38

=====

(2)
Computed, not measured: a single C4H8N2O molecule in a non-equilibrium geometry, with wB97M-V/def2-TZVPD.

Results
LUMO level: 0.781 eV
Molar mass: 100.1 g mol⁻¹
ΔE to the lowest compared entry with this formula, charge and spin: 31.4 kcal/mol
E: -9305.030 eV
Max |F|: 1.14 eV/A
HOMO: -10.406 eV
HOMO-LUMO gap: 11.187 eV

Each line ends with the Mulliken charge.
CARTESIAN COORDINATES (ANGSTROEM)
1 O 0.358 -1.741 -0.956  -0.54
2 N -2.453 -0.968 0.863  -0.45
3 N -0.505 1.765 -0.132  -0.63
4 C -1.715 -0.358 0.211  0.10
5 C -0.710 0.400 -0.582  0.20
6 C 1.373 -0.292 0.729  -1.35
7 C 0.613 -0.404 -0.586  0.03
8 H -0.143 -2.161 -0.240  0.38
9 H 2.241 -0.957 0.701  0.37
10 H -1.075 0.424 -1.613  0.32
11 H 1.731 0.731 0.885  0.39
12 H -0.373 1.792 0.874  0.27
13 H 1.224 0.011 -1.393  0.34
14 H 0.746 -0.581 1.583  0.30
15 H -1.314 2.339 -0.344  0.28

=====

(3)
Computed, not measured: a single C4H8N2O molecule, with wB97M-V/def2-TZVPD.

Results
LUMO level: 1.002 eV
Molar mass: 100.1 g mol⁻¹
ΔE to the lowest compared entry with this formula, charge and spin: 28.8 kcal/mol
E: -9305.143 eV
Max |F|: 0.36 eV/A
HOMO: -9.609 eV
HOMO-LUMO gap: 10.611 eV

Each line ends with the Mulliken charge.
CARTESIAN COORDINATES (ANGSTROEM)
1 O 1.488 -1.418 -1.034  -0.61
2 N 2.089 0.094 0.563  -0.36
3 N -0.350 1.405 0.182  -0.73
4 C -1.115 -1.026 0.583  -1.40
5 C 1.204 -0.511 -0.271  0.04
6 C -0.222 -0.021 -0.107  1.33
7 C -0.781 0.889 -1.125  -0.61
8 H 1.819 0.965 0.996  0.24
9 H 3.067 -0.127 0.461  0.25
10 H -0.181 1.204 -1.974  0.27
11 H -1.245 -1.912 -0.045  0.30
12 H -2.100 -0.589 0.788  0.39
13 H -0.672 -1.345 1.533  0.34
14 H -1.154 1.584 0.778  0.26
15 H -1.848 0.808 -1.328  0.29

=====

(4)
Computed, not measured: a single C4H8N2O molecule, with wB97M-V/def2-TZVPD.

Results
LUMO level: 0.940 eV
Molar mass: 100.1 g mol⁻¹
ΔE to the lowest compared entry with this formula, charge and spin: 43.7 kcal/mol
E: -9304.500 eV
Max |F|: 0.39 eV/A
HOMO: -9.086 eV
HOMO-LUMO gap: 10.026 eV

Each line ends with the Mulliken charge.
CARTESIAN COORDINATES (ANGSTROEM)
1 O 0.882 -1.988 -0.049  -0.59
2 N -0.531 0.920 0.340  -0.25
3 N 1.906 -0.373 -1.274  -0.41
4 C -1.274 0.417 -0.810  -0.38
5 C -1.765 0.196 0.570  -0.32
6 C 0.732 0.288 0.742  -0.70
7 C 1.183 -0.817 -0.203  0.58
8 H -1.700 -0.821 0.957  0.25
9 H 1.496 1.072 0.791  0.32
10 H 2.053 -1.019 -2.035  0.24
11 H -2.584 0.790 0.970  0.23
12 H 1.932 0.610 -1.496  0.23
13 H -0.898 -0.460 -1.335  0.22
14 H 0.625 -0.146 1.741  0.34
15 H -1.711 1.183 -1.447  0.25

=====

(5)
Computed, not measured: 2 unconnected molecules or ions with the total composition C4H8N2O, with wB97M-V/def2-TZVPD.

Results
LUMO level: 0.427 eV
Molar mass: 100.1 g mol⁻¹
ΔE to the lowest compared entry with this formula, charge and spin: 130.2 kcal/mol
E: -9300.747 eV
Max |F|: 0.39 eV/A
HOMO: -7.659 eV
HOMO-LUMO gap: 8.086 eV

Each line ends with the Mulliken charge.
CARTESIAN COORDINATES (ANGSTROEM)
1 O -1.591 1.188 -0.879  -0.61
2 N 0.798 -0.301 0.999  -0.07
3 N -1.384 -0.821 -1.927  -0.42
4 C 1.597 0.005 -0.066  -0.41
5 C -0.945 0.171 -1.071  0.42
6 C 1.307 1.060 0.946  -0.38
7 C -0.452 -0.748 1.035  -0.41
8 H 2.528 -0.466 -0.353  0.29
9 H 0.315 0.093 -0.900  0.03
10 H 1.995 1.317 1.751  0.25
11 H -2.134 -0.558 -2.554  0.25
12 H -0.687 -1.438 -2.318  0.22
13 H -0.628 -1.783 0.757  0.32
14 H -1.139 -0.266 1.723  0.29
15 H 0.590 1.831 0.658  0.23

=====

(6)
Computed, not measured: 2 unconnected molecules or ions with the total composition C4H8N2O, with wB97M-V/def2-TZVPD.

Results
LUMO level: 0.870 eV
Molar mass: 100.1 g mol⁻¹
ΔE to the lowest compared entry with this formula, charge and spin: 97.6 kcal/mol
E: -9302.163 eV
Max |F|: 0.72 eV/A
HOMO: -9.052 eV
HOMO-LUMO gap: 9.922 eV

Each line ends with the Mulliken charge.
CARTESIAN COORDINATES (ANGSTROEM)
1 O 1.442 -1.556 -0.792  -0.56
2 N -0.639 1.776 -0.618  -0.09
3 N 1.701 -0.179 1.012  -0.39
4 C -1.205 1.135 -1.751  -0.24
5 C 0.291 1.189 -1.292  -0.29
6 C -0.435 -1.328 0.683  -1.10
7 C 0.988 -1.068 0.221  0.62
8 H 1.674 -0.336 2.010  0.23
9 H -0.446 -2.095 1.464  0.38
10 H -1.012 -1.692 -0.170  0.24
11 H -1.479 1.743 -2.612  0.24
12 H -0.799 2.351 0.199  0.25
13 H -0.898 -0.420 1.083  0.32
14 H -1.811 0.248 -1.573  0.13
15 H 2.625 0.006 0.645  0.26

=====

(7)
Computed, not measured: a single C4H8N2O molecule in a non-equilibrium geometry, with wB97M-V/def2-TZVPD.

Results
LUMO level: 0.613 eV
Molar mass: 100.1 g mol⁻¹
ΔE to the lowest compared entry with this formula, charge and spin: 31.7 kcal/mol
E: -9305.019 eV
Max |F|: 1.10 eV/A
HOMO: -10.308 eV
HOMO-LUMO gap: 10.921 eV

Each line ends with the Mulliken charge.
CARTESIAN COORDINATES (ANGSTROEM)
1 O 0.630 -0.229 1.625  -0.58
2 N -1.786 -0.335 0.219  -0.55
3 N 2.783 -1.171 -0.821  -0.45
4 C -0.554 -0.825 -0.390  -0.76
5 C 0.602 1.424 -0.145  -1.53
6 C 1.870 -0.679 -0.310  -0.17
7 C 0.638 -0.061 0.227  1.31
8 H -0.331 1.855 0.233  0.38
9 H -0.422 -1.891 -0.176  0.42
10 H -2.294 0.246 -0.436  0.22
11 H -2.400 -1.094 0.484  0.21
12 H 0.654 1.566 -1.230  0.33
13 H -0.535 -0.696 -1.479  0.36
14 H 1.440 1.947 0.322  0.36
15 H -0.295 -0.058 1.875  0.43

=====

(8)
Computed, not measured: a single C4H8N2O molecule in a non-equilibrium geometry, with wB97M-V/def2-TZVPD.

Results
LUMO level: 0.779 eV
Molar mass: 100.1 g mol⁻¹
ΔE to the lowest compared entry with this formula, charge and spin: 54.3 kcal/mol
E: -9304.039 eV
Max |F|: 1.38 eV/A
HOMO: -9.984 eV
HOMO-LUMO gap: 10.763 eV

Each line ends with the Mulliken charge.
CARTESIAN COORDINATES (ANGSTROEM)
1 O 1.544 1.532 -0.127  -0.52
2 N -2.227 -0.460 0.119  -0.72
3 N -0.348 1.874 1.539  -0.47
4 C -0.796 -0.457 0.432  0.60
5 C 1.541 0.139 -0.458  -0.49
6 C -0.550 0.829 1.095  0.10
7 C 0.145 -0.502 -0.792  -0.81
8 H 2.181 0.021 -1.329  0.38
9 H -0.508 -1.257 1.134  0.15
10 H 1.943 -0.468 0.373  0.30
11 H -2.552 -1.380 -0.159  0.24
12 H 2.427 1.923 -0.064  0.30
13 H -0.374 -0.032 -1.633  0.35
14 H -2.733 -0.205 0.965  0.26
15 H 0.306 -1.558 -1.095  0.32

=====

(9)
Computed, not measured: 2 unconnected molecules or ions with the total composition C4H8N2O in a non-equilibrium geometry, with wB97M-V/def2-TZVPD.

Results
LUMO level: 0.987 eV
Molar mass: 100.1 g mol⁻¹
ΔE to the lowest compared entry with this formula, charge and spin: 56.2 kcal/mol
E: -9303.958 eV
Max |F|: 1.19 eV/A
HOMO: -9.497 eV
HOMO-LUMO gap: 10.484 eV

Each line ends with the Mulliken charge.
CARTESIAN COORDINATES (ANGSTROEM)
1 O -1.667 0.551 -0.724  -0.17
2 N -1.655 0.167 0.571  -0.51
3 N 0.304 2.421 1.176  -0.62
4 C -0.038 -0.936 -0.526  0.79
5 C -0.705 -0.104 -1.379  -0.38
6 C -0.701 -0.708 0.706  -0.40
7 C 1.098 -1.854 -0.797  -1.13
8 H 0.662 2.249 2.113  0.20
9 H -0.658 2.102 1.167  0.23
10 H -0.591 0.108 -2.426  0.44
11 H 1.969 -1.552 -0.214  0.27
12 H 1.357 -1.835 -1.854  0.33
13 H 0.296 3.425 1.039  0.21
14 H -0.508 -1.158 1.659  0.44
15 H 0.837 -2.875 -0.514  0.29

=====

(10)
Computed, not measured: a single C4H8N2O molecule in a non-equilibrium geometry, with wB97M-V/def2-TZVPD.

Results
LUMO level: 1.143 eV
Molar mass: 100.1 g mol⁻¹
ΔE to the lowest compared entry with this formula, charge and spin: 121.8 kcal/mol
E: -9301.111 eV
Max |F|: 4.23 eV/A
HOMO: -9.032 eV
HOMO-LUMO gap: 10.175 eV

Each line ends with the Mulliken charge.
CARTESIAN COORDINATES (ANGSTROEM)
1 O 0.585 1.960 0.153  -0.15
2 N 0.182 0.693 0.265  -0.43
3 N 0.467 -1.337 -1.129  -0.33
4 C 0.388 -2.347 -0.058  -0.35
5 C 0.639 0.014 -0.754  -0.08
6 C -0.831 -1.894 -0.877  -0.43
7 C -0.226 2.774 1.125  -0.46
8 H 1.367 0.436 -1.400  0.46
9 H -1.440 -1.147 -0.378  0.29
10 H 0.832 -3.294 -0.410  0.24
11 H -1.223 -2.414 -1.696  0.24
12 H -1.343 2.604 0.940  0.24
13 H -0.030 2.331 2.107  0.25
14 H 0.393 -2.157 1.055  0.27
15 H 0.239 3.777 1.057  0.24